Molecular formula: C5H8O
Method: DFT, the ωB97M-V functional and the def2-TZVPD basis

```
14
Properties=species:S:1:pos:R:3:forces:R:3:lowdin_charge:R:1
O 1.119 -1.178 1.149 0.043 0.054 0.064 -0.0370
C 0.846 -0.774 -0.194 -0.023 0.059 -0.325 -0.3787
C 1.073 0.719 -0.324 0.156 0.118 0.095 -0.0469
C -0.017 1.353 0.101 -0.108 0.168 -0.186 -0.0919
C -1.195 0.405 0.212 -0.099 0.007 -0.038 -0.1796
C -0.643 -0.834 -0.518 -0.186 -0.141 -0.027 -0.1488
H 0.901 -0.418 1.707 0.093 -0.234 -0.020 0.0857
H 1.474 -1.411 -0.820 -0.126 0.122 -0.066 0.1404
H 1.988 1.170 -0.682 0.117 0.015 0.395 0.1054
H -0.106 2.424 0.266 0.010 -0.133 -0.135 0.1018
H -2.064 0.843 -0.285 -0.008 -0.117 0.055 0.1066
H -1.504 0.165 1.238 0.136 0.149 -0.089 0.1110
H -0.767 -0.681 -1.597 0.019 -0.073 0.107 0.1195
H -1.104 -1.783 -0.254 -0.025 0.006 0.170 0.1124
```
Forces are in eV/Å.

Values from the calculation:
HOMO energy	-0.35523	hartree
net charge	0
LUMO	0.038	Eh
SMILES string	O[C@@H]1C=CCC1
molecular weight	84.1	g/mol
total energy	-270.5231	hartree
HOMO-LUMO gap	10.71	eV
energy above the lowest of the compared OMol25 structures with the same formula, charge and spin	21.8	kcal per mole